Arrangement P

Formula: C7H8N2O
Source: OMol25
Level of theory: ωB97M-V/def2-TZVPD

Last column: natural (NBO) charge in e.
Element x y z (Å)
C1 1.50 0.45 -0.76  0.26
C2 0.29 -1.57 -1.04  0.62
C3 -1.05 2.41 -0.37  -0.51
C4 -1.09 1.42 0.50  0.02
C5 0.49 -1.92 0.46  -0.55
C6 -0.13 -0.75 1.28  -0.22
C7 0.17 -0.09 -1.05  -0.25
N1 2.58 0.80 -0.55  -0.30
N2 -0.62 0.18 0.26  -0.39
O1 0.23 -2.29 -1.96  -0.47
H1 -1.38 3.34 -0.08  0.21
H2 -0.92 2.27 -1.42  0.19
H3 -1.17 1.59 1.55  0.20
H4 -0.01 -2.94 0.48  0.25
H5 1.61 -1.86 0.80  0.27
H6 -0.98 -1.07 1.83  0.22
H7 0.72 -0.33 1.91  0.19
H8 -0.23 0.37 -1.84  0.25

Calculated values
Total charge: 0
Structure (SMILES): C=CN1CCC(=O)[C@@H]1C#N
Molecular weight in g mol⁻¹: 136.2
2S+1: 1

***

Arrangement Q

Formula: C7H8N2O
Source: OMol25
Level of theory: ωB97M-V/def2-TZVPD

Last column: natural (NBO) charge in e.
Element x y z (Å)
C1 -2.47 0.09 -0.11  -0.24
C2 -2.29 -1.27 -0.02  -0.19
C3 -1.44 1.06 0.06  -0.19
C4 -1.05 -1.73 0.21  -0.26
C5 -0.19 0.56 0.44  -0.16
C6 -0.05 -0.82 0.41  0.30
C7 1.15 1.17 0.60  -0.24
N1 2.18 -0.39 0.60  0.02
N2 2.94 -0.21 -0.55  -0.71
O1 1.18 -1.29 0.50  -0.36
H1 -3.48 0.37 -0.33  0.21
H2 -3.11 -1.97 -0.25  0.22
H3 -1.61 2.14 0.41  0.23
H4 -0.79 -2.76 0.21  0.23
H5 1.65 1.61 -0.25  0.22
H6 1.37 1.45 1.54  0.21
H7 2.53 -0.16 -1.52  0.35
H8 3.83 -0.73 -0.53  0.37

Calculated values
Total charge: 0
Molecular weight in g mol⁻¹: 136.2
2S+1: 1

***

Pick arrangement P: it beats the second-best structure by 0.0666 hartree.